(1)
75
Properties=species:S:1:pos:R:3 method="wB97M-V/def2-TZVPD" e_lumo_ev=-0.12 mol_weight_g_mol=759.87 e_above_lowest_kcal_mol=0.0 orbital_gap_ha=0.31664
Cd 0.412 -0.533 -0.639
C 3.369 0.916 0.557
N 2.144 0.385 1.152
C 2.465 -0.902 1.784
C 1.651 1.319 2.185
C 0.149 1.266 2.417
N -0.579 2.058 1.428
C -0.516 3.475 1.759
C -1.989 1.655 1.388
H 3.732 0.233 -0.208
H 3.179 1.877 0.073
H 4.152 1.061 1.315
H 3.300 -0.791 2.491
H 2.755 -1.625 1.018
H 1.602 -1.283 2.327
H 1.938 2.333 1.890
H 2.162 1.104 3.133
H -0.070 1.618 3.438
H -0.185 0.232 2.336
H -0.944 3.681 2.752
H -1.086 4.039 1.019
H 0.516 3.837 1.765
H -2.508 1.914 2.324
H -2.059 0.581 1.236
H -2.477 2.163 0.560
O -0.150 -2.505 2.999
As -0.779 -2.935 1.316
O -2.153 -3.682 1.721
O -0.786 -1.373 0.708
C 0.801 -3.993 0.846
C 1.611 -4.485 1.862
C 2.738 -5.231 1.548
C 3.075 -5.485 0.226
C 2.267 -5.007 -0.795
C 1.134 -4.279 -0.476
S 0.108 -3.563 -1.735
O -1.213 -3.492 -1.167
O 0.264 -4.304 -2.962
O 0.722 -2.192 -1.887
H -0.937 -2.559 3.555
H 1.347 -4.283 2.890
H 3.366 -5.605 2.346
H 3.959 -6.061 -0.013
H 2.500 -5.211 -1.832
O -1.492 3.068 -1.589
C -0.689 2.171 -1.877
O -0.825 0.927 -1.885
C 0.723 2.777 -2.224
N 0.924 3.746 -1.105
C 1.931 4.739 -1.550
C 1.764 4.798 -3.082
C 0.716 3.717 -3.422
H 1.507 2.024 -2.237
H 1.150 3.261 -0.237
H -0.050 4.111 -1.014
H 2.918 4.367 -1.282
H 1.777 5.696 -1.058
H 2.714 4.575 -3.564
H 1.448 5.785 -3.412
H 0.943 3.205 -4.355
H -0.279 4.157 -3.505
C 3.131 0.336 -4.713
As 2.028 -0.765 -3.502
C 2.899 -2.476 -3.754
C 0.308 -0.632 -4.373
O 2.253 -0.005 -2.032
H 2.974 0.038 -5.751
H 4.181 0.192 -4.457
H 2.888 1.393 -4.605
H 3.473 -2.457 -4.678
H 2.136 -3.251 -3.791
H 3.557 -2.656 -2.906
H 0.248 -1.409 -5.134
H 0.218 0.351 -4.832
H -0.483 -0.772 -3.646



(2)
93
Properties=species:S:1:pos:R:3 method="wB97M-V/def2-TZVPD" e_lumo_ev=-9.39 mol_weight_g_mol=1164.96 charge=+2 orbital_gap_ha=0.12736
C 0.877 1.045 -3.170
C 2.218 0.919 -2.409
B 2.202 1.470 -0.949
O 1.697 0.689 0.038
N 2.754 2.842 -0.572
S 1.712 3.958 -1.142
O 1.965 5.271 -0.653
O 0.384 3.468 -0.968
F 2.094 3.949 -2.639
H 0.425 2.029 -3.101
H 1.039 0.836 -4.228
H 0.163 0.306 -2.811
H 3.002 1.431 -2.972
H 2.491 -0.133 -2.373
H 1.358 1.170 0.800
H 2.771 2.961 0.440
Cl 0.949 7.398 4.379
C 0.627 7.239 2.668
C 1.247 8.296 1.797
Cl 0.452 9.849 2.150
H -0.465 7.322 2.543
H 0.945 6.239 2.372
H 1.078 8.073 0.743
H 2.318 8.365 1.963
Mg -2.072 7.356 2.078
C 6.837 0.307 -3.306
C 5.353 -0.022 -3.120
O 4.856 -0.035 -2.033
O 4.786 -0.264 -4.296
H 7.409 0.574 -2.422
H 7.335 -0.542 -3.792
H 6.838 1.202 -3.971
O -2.449 -1.188 -1.780
C -1.748 -1.939 -1.142
O -1.986 -3.247 -1.186
C -1.099 -4.234 -0.624
C -1.386 -4.466 0.843
C -0.672 -1.397 -0.233
H -0.059 -3.967 -0.806
H -1.287 -5.149 -1.180
H -1.218 -3.567 1.438
H -0.747 -5.261 1.227
H -2.428 -4.756 0.983
H -1.101 -1.172 0.743
H -0.308 -0.480 -0.685
H 0.184 -2.056 -0.113
C 3.665 -9.513 -2.259
O 2.494 -8.695 -2.436
P 2.192 -7.449 -1.467
O 0.823 -7.018 -1.755
O 3.319 -6.524 -2.227
C 2.992 -6.005 -3.512
O 2.645 -6.857 -0.052
C 3.339 -7.659 0.928
H 3.672 -10.236 -3.068
H 4.569 -8.904 -2.312
H 3.631 -10.048 -1.310
H 1.918 -6.044 -3.694
H 3.509 -6.570 -4.290
H 3.325 -4.967 -3.543
H 4.287 -8.027 0.532
H 2.723 -8.497 1.253
H 3.538 -7.019 1.781
C -3.311 1.563 -2.795
Cl -2.160 1.802 -4.116
Cl -3.628 3.118 -1.982
Cl -4.802 0.858 -3.381
H -2.871 0.880 -2.079
C 0.442 13.978 3.833
Br -0.856 12.911 2.876
Br -0.395 15.425 4.757
Br 1.502 12.885 5.005
H 1.107 14.398 3.093
C -3.207 5.056 5.985
O -2.620 4.978 4.845
O -3.502 6.283 6.466
O -3.481 4.060 6.619
H -3.173 6.886 5.789
C -4.656 -1.743 1.069
C -5.435 -3.035 0.996
O -6.097 -3.334 2.243
C -7.189 -2.631 2.502
O -7.682 -1.786 1.817
C -7.790 -3.084 3.852
F -6.851 -3.128 4.804
F -8.317 -4.306 3.730
F -8.743 -2.250 4.242
H -3.945 -1.771 1.899
H -4.113 -1.577 0.139
H -5.315 -0.892 1.236
H -4.766 -3.875 0.821
H -6.162 -3.021 0.186
Mg 6.032 0.694 -5.554



no.,F_max (eV/A)
1,2.6
2,5.7